(1)
46
Properties=species:S:1:pos:R:3 method="wB97M-V/def2-TZVPD" homo_ev=2.1 fmax_ev_per_a=3.39 total_charge=-3 homo_lumo_gap_ha=0.122 lumo_ev=5.44 relative_energy_kcal_mol=0.0
Al 0.01 0.36 -0.44
S -1.01 -3.21 -2.26
O -2.16 -3.82 -1.59
O 0.01 -4.25 -2.35
O -1.52 -2.74 -3.54
O -0.47 -2.12 -1.42
S -3.09 0.60 -3.24
O -2.80 1.91 -3.83
O -4.52 0.50 -2.95
O -2.71 -0.35 -4.25
O -2.31 0.41 -2.04
S 0.87 0.82 -4.40
O -0.02 1.88 -4.87
O 2.06 1.03 -5.22
O 1.06 0.83 -2.94
O 0.17 -0.36 -4.82
C 4.12 0.36 -0.14
C 3.83 -1.07 0.27
O 2.77 -1.26 1.14
O 2.88 0.92 -0.51
H 4.91 0.45 -0.89
H 4.69 0.95 0.57
H 4.75 -1.58 0.57
H 3.56 -1.52 -0.69
H 3.20 -1.18 2.00
H 3.04 1.81 -0.82
C -2.71 -0.76 2.10
C -3.30 0.55 1.44
O -2.21 1.45 1.30
O -1.73 -1.41 1.20
H -3.60 -1.39 2.20
H -2.50 -0.61 3.16
H -3.85 1.12 2.19
H -3.87 0.44 0.52
H -2.64 2.30 1.20
H -1.97 -2.33 1.05
C 0.91 0.65 3.77
C 0.47 1.93 3.08
O 1.02 2.00 1.80
O 0.36 -0.48 2.96
H 0.40 0.46 4.71
H 1.96 0.51 4.00
H 0.70 2.77 3.73
H -0.62 1.86 3.10
H 1.37 2.89 1.71
H 0.47 -1.30 3.45

(2)
38
Properties=species:S:1:pos:R:3 method="wB97M-V/def2-TZVPD" homo_ev=-9.0 fmax_ev_per_a=1.67 homo_lumo_gap_ha=0.316 lumo_ev=-0.39 relative_energy_kcal_mol=19.5 smiles="O=C(C[C@@]1(O)C(=O)Nc2ccccc21)c1ccc(-n2cnnn2)cc1"
O -0.65 3.54 -0.75
C 0.01 2.55 -0.96
C 0.49 2.19 -2.35
C -0.02 0.80 -2.81
O -0.26 0.81 -4.20
C 1.01 -0.32 -2.49
O 2.13 -0.37 -2.92
N 0.40 -1.22 -1.67
C -0.91 -0.86 -1.39
C -1.83 -1.50 -0.57
C -3.08 -0.92 -0.44
C -3.41 0.25 -1.10
C -2.48 0.89 -1.92
C -1.23 0.33 -2.05
C 0.33 1.59 0.13
C -0.63 1.40 1.12
C -0.45 0.48 2.13
C 0.73 -0.26 2.16
N 0.95 -1.22 3.15
C 0.37 -1.41 4.36
N 0.91 -2.46 4.92
N 1.80 -2.92 4.05
N 1.85 -2.21 3.01
C 1.72 -0.05 1.20
C 1.52 0.87 0.19
H 0.11 2.93 -3.04
H 1.59 2.20 -2.39
H 0.59 0.80 -4.66
H 0.84 -2.06 -1.34
H -1.57 -2.41 -0.06
H -3.82 -1.39 0.19
H -4.39 0.68 -0.98
H -2.73 1.81 -2.43
H -1.54 1.98 1.07
H -1.21 0.32 2.87
H -0.38 -0.78 4.79
H 2.64 -0.62 1.26
H 2.30 1.03 -0.53

(3)
8
Properties=species:S:1:pos:R:3 method="wB97M-V/def2-TZVPD" homo_ev=-12.2 fmax_ev_per_a=7.75 homo_lumo_gap_ha=0.456 lumo_ev=0.25 relative_energy_kcal_mol=95.2
C 1.19 -1.16 -0.82
N -1.05 0.03 1.36
N -1.25 1.02 1.01
O 0.42 -0.58 -0.18
F 1.14 -2.44 -1.13
F 2.31 -0.70 -1.39
F -0.70 2.36 1.22
F -2.06 1.47 -0.05

(4)
24
Properties=species:S:1:pos:R:3 method="wB97M-V/def2-TZVPD" homo_ev=-10.4 fmax_ev_per_a=4.32 homo_lumo_gap_ha=0.370 lumo_ev=-0.32 relative_energy_kcal_mol=110.3 smiles=O.O.O.O.O.O.O.O
O 0.61 -0.25 -0.21
H 1.06 0.46 0.24
H -0.01 0.07 -0.95
O 2.51 -1.53 0.27
H 2.51 -0.68 0.59
H 3.25 -1.45 -0.34
O 2.38 2.36 0.13
H 3.02 2.05 0.87
H 1.86 2.97 0.67
O 2.76 0.94 -2.49
H 1.89 1.29 -2.70
H 3.17 1.24 -3.37
O 0.94 -2.06 4.15
H 1.52 -1.41 3.68
H 0.07 -1.76 3.86
O -1.62 -1.57 -1.19
H -1.92 -0.73 -1.28
H -0.80 -1.46 -1.69
O -3.28 1.30 0.47
H -2.46 1.73 0.67
H -3.23 1.21 -0.49
O -4.66 -0.89 0.09
H -5.46 -0.69 -0.34
H -4.10 -1.13 -0.65

(5)
107
Properties=species:S:1:pos:R:3 method="wB97M-V/def2-TZVPD" homo_ev=-10.6 fmax_ev_per_a=9.46 total_charge=+1 homo_lumo_gap_ha=0.287 lumo_ev=-2.79 relative_energy_kcal_mol=203.5
C 2.10 3.24 -0.78
C 2.95 3.29 0.66
O 4.41 3.27 0.47
P 5.11 1.70 0.73
O 5.69 1.61 2.20
C 3.98 0.22 0.29
C 3.64 -0.79 1.53
C 2.33 -0.39 2.42
C 0.89 -0.89 1.82
C -0.18 0.34 2.06
N -1.57 -0.04 1.58
C -1.50 -0.39 0.08
O -1.15 0.85 -0.61
C -2.33 1.56 -1.15
O -2.18 2.15 -2.37
C -3.77 1.70 -0.33
C -4.07 2.88 0.80
C -5.54 2.84 1.55
C -6.69 1.70 1.25
C -6.41 0.53 0.11
C -4.95 0.56 -0.64
C -0.45 -1.64 -0.23
C -0.20 -1.64 -1.88
Br -1.90 -1.60 -2.94
C 0.85 -2.83 -2.35
C 0.19 -4.33 -2.37
N 0.93 -1.43 0.41
O 6.49 1.60 -0.38
C 6.04 1.74 -1.78
C 6.46 3.21 -2.46
H 1.25 4.05 -0.82
H 1.56 2.19 -0.86
H 2.85 3.29 -1.70
H 2.53 2.44 1.35
H 2.67 4.33 1.14
H 4.54 -0.44 -0.53
H 3.03 0.66 -0.27
H 3.57 -1.91 1.16
H 4.58 -0.76 2.27
H 2.46 -0.95 3.47
H 2.23 0.75 2.69
H 0.50 -1.79 2.51
H -0.27 0.48 3.24
H 0.18 1.37 1.64
H -1.96 -0.87 2.09
H -2.57 -0.82 -0.18
H -3.24 3.71 1.04
H -5.82 3.65 2.37
H -7.74 1.65 1.79
H -7.14 -0.34 -0.17
H -4.69 -0.26 -1.44
H -0.97 -2.64 0.11
H 0.37 -0.62 -2.15
H 1.22 -2.52 -3.43
H 1.81 -2.82 -1.66
H 0.35 -4.83 -1.32
H 0.77 -4.94 -3.21
H -0.94 -4.37 -2.68
H 1.48 -0.87 -0.28
H 1.38 -2.40 0.46
H 6.53 0.83 -2.38
H 4.89 1.64 -1.93
H 7.61 3.41 -2.45
H 5.81 4.00 -1.87
H 5.99 3.16 -3.56
C -1.31 -8.36 -1.92
O -0.22 -7.50 -2.23
H -1.62 -8.18 -0.89
H -2.14 -8.15 -2.60
H -0.99 -9.40 -2.03
H 0.03 -7.68 -3.15
C -4.12 -3.89 1.14
O -3.29 -3.19 0.23
H -3.52 -4.24 1.98
H -4.90 -3.21 1.52
H -4.58 -4.74 0.64
H -3.85 -2.89 -0.50
C -8.93 1.75 4.45
O -9.19 0.62 3.65
H -7.85 1.92 4.49
H -9.42 2.63 4.01
H -9.31 1.58 5.46
H -10.15 0.49 3.63
C 8.38 -1.22 -4.37
O 7.39 -1.31 -3.36
H 7.91 -0.87 -5.30
H 9.15 -0.51 -4.07
H 8.82 -2.20 -4.54
H 7.84 -1.62 -2.56
C 9.36 2.82 1.56
O 9.10 1.68 0.76
H 10.44 2.99 1.60
H 8.87 3.69 1.13
H 8.98 2.65 2.58
H 8.14 1.56 0.75
C -4.82 5.50 5.21
O -4.51 4.40 4.39
H -5.54 6.15 4.70
H -5.26 5.15 6.15
H -3.91 6.07 5.42
H -3.87 3.85 4.87
C -5.64 -0.41 -4.45
O -5.95 -0.91 -3.16
H -4.61 -0.68 -4.70
H -6.31 -0.86 -5.18
H -5.74 0.68 -4.46
H -6.87 -0.65 -2.97

(6)
23
Properties=species:S:1:pos:R:3 method="wB97M-V/def2-TZVPD" homo_ev=-1.2 fmax_ev_per_a=5.44 total_charge=-2 homo_lumo_gap_ha=0.264 lumo_ev=6.01 relative_energy_kcal_mol=23.7 smiles="CO[P@@]1(=O)[P@@](=O)([O-])OP1([O-])(OC)OC"
C -0.91 2.22 -1.33
O -0.67 2.32 0.06
P -0.77 0.86 0.81
O -0.54 1.15 2.40
P -2.49 -0.25 -0.09
O -2.83 -1.44 0.78
O -3.58 0.59 -0.69
O -1.41 -0.83 -1.15
P 0.37 -0.54 -0.67
O 1.01 -0.49 -2.00
O 0.62 -1.97 0.04
C -0.02 -2.10 1.29
O 1.65 0.26 0.37
C 3.00 -0.02 0.21
H -1.72 1.72 -1.80
H -0.02 1.70 -1.80
H -1.12 3.27 -1.59
H -1.15 -1.94 0.95
H 0.15 -1.32 1.96
H 0.25 -3.19 1.71
H 3.56 0.71 -0.42
H 3.10 -0.90 -0.28
H 3.52 0.20 1.26

(7)
51
Properties=species:S:1:pos:R:3 method="wB97M-V/def2-TZVPD" homo_ev=-4.8 fmax_ev_per_a=2.90 total_charge=-1 homo_lumo_gap_ha=0.244 lumo_ev=1.86 relative_energy_kcal_mol=27.3
Cd -0.50 0.93 0.43
C -3.73 0.37 -0.36
C -2.86 -0.14 -1.50
N -1.60 -0.79 -1.12
C -1.56 -2.15 -0.62
C -2.15 -2.35 0.76
S -1.62 -1.03 1.97
C -3.17 -0.27 2.67
C -3.52 1.03 1.98
N -2.99 1.18 0.64
H -4.20 -0.47 0.20
H -4.56 0.87 -0.86
H -2.65 0.64 -2.27
H -3.43 -0.89 -2.06
H -0.97 -0.73 -1.93
H -0.51 -2.41 -0.73
H -2.09 -2.81 -1.30
H -1.76 -3.24 1.28
H -3.24 -2.47 0.73
H -2.93 -0.15 3.75
H -3.91 -1.06 2.62
H -3.10 1.82 2.59
H -4.59 1.19 2.05
H -2.98 2.17 0.45
N 1.58 0.69 1.78
C 1.23 0.68 3.20
C -0.14 1.38 3.35
O -0.68 1.16 4.42
O -0.52 2.06 2.32
H 2.13 -0.06 1.43
H 1.96 1.58 1.44
H 1.95 1.20 3.82
H 1.20 -0.38 3.55
O 6.16 0.16 -4.29
C 5.08 0.73 -4.51
O 4.55 1.49 -5.38
C 3.94 0.39 -3.41
C 4.21 -0.51 -2.31
C 3.21 -0.69 -1.36
N 2.11 0.10 -1.30
C 1.82 0.87 -2.37
C 2.67 0.99 -3.46
C 0.42 1.58 -2.35
O -0.31 1.44 -3.34
O 0.15 2.21 -1.26
H 5.11 -1.07 -2.23
H 3.27 -1.53 -0.69
H 2.38 1.58 -4.32
O 3.36 -1.87 2.74
H 3.79 -2.09 1.91
H 3.98 -1.34 3.23

(8)
35
Properties=species:S:1:pos:R:3 method="wB97M-V/def2-TZVPD" homo_ev=-9.8 fmax_ev_per_a=3.32 homo_lumo_gap_ha=0.347 lumo_ev=-0.38 relative_energy_kcal_mol=0.0 smiles="CNC(N)=O.O.O.O.O.O.O.O.O"
C -0.12 -2.36 0.73
N -0.24 -1.36 -0.34
C -1.24 -0.44 -0.20
N -1.33 0.49 -1.26
O -2.13 -0.38 0.63
H -1.07 -2.56 1.23
H 0.60 -2.06 1.49
H 0.06 -3.29 0.18
H 0.55 -1.20 -0.94
H -0.61 0.51 -1.96
H -2.27 0.75 -1.47
O 2.61 -2.53 -2.40
H 3.57 -2.37 -2.34
H 2.21 -3.39 -2.44
O 1.90 1.22 -2.96
H 2.45 1.71 -2.37
H 2.58 0.64 -3.37
O 3.33 0.17 -0.71
H 4.22 0.15 -0.37
H 3.02 -0.69 -1.02
O -2.95 2.14 1.93
H -3.55 1.42 2.08
H -2.15 1.70 1.63
O -3.20 -2.96 1.27
H -2.70 -2.49 0.60
H -3.31 -2.31 1.94
O 0.90 1.22 3.47
H 0.13 1.63 3.83
H 0.61 0.95 2.58
O 1.02 1.04 0.48
H 0.92 1.96 0.77
H 1.96 0.92 0.26
O 0.03 3.25 -0.45
H -0.73 3.79 -0.68
H -0.16 2.33 -0.71

(9)
13
Properties=species:S:1:pos:R:3 method="wB97M-V/def2-TZVPD" homo_ev=-8.9 fmax_ev_per_a=3.88 homo_lumo_gap_ha=0.364 lumo_ev=1.03 relative_energy_kcal_mol=78.0
H -3.69 0.80 -0.95
N -3.23 -0.09 -0.65
N -2.46 -0.24 0.32
H -2.06 0.65 0.71
C 2.19 0.19 -0.08
C 1.08 1.05 -0.14
N 0.00 0.39 0.17
N 0.38 -0.89 0.35
C 1.79 -1.03 0.33
H 3.20 0.57 -0.24
H 0.99 2.08 -0.58
H -0.38 -1.48 0.59
H 2.19 -2.00 0.18

(10)
24
Properties=species:S:1:pos:R:3 method="wB97M-V/def2-TZVPD" homo_ev=-17.2 fmax_ev_per_a=6.41 total_charge=+2 homo_lumo_gap_ha=0.284 lumo_ev=-9.49 relative_energy_kcal_mol=52.8
C -0.64 -2.31 -0.81
C 1.65 -1.24 -1.44
C 0.38 2.47 0.70
C -1.50 1.30 1.73
N 0.58 -1.43 -0.50
N -0.62 1.39 0.54
Si 0.87 -1.28 1.23
Si -0.86 0.82 -1.06
Cl 2.64 -0.79 1.83
Cl 0.09 1.32 -2.69
H -1.46 -2.44 -0.10
H -1.08 -1.80 -1.78
H -0.18 -3.30 -1.14
H 2.32 -2.25 -1.53
H 1.26 -1.22 -2.40
H 2.30 -0.53 -1.12
H 1.44 2.06 0.39
H 0.09 3.15 0.04
H 0.49 2.88 1.72
H -2.22 0.58 1.43
H -0.86 1.07 2.49
H -1.91 2.27 1.73
H -0.53 -1.16 1.88
H -2.24 0.42 -1.14

(11)
13
Properties=species:S:1:pos:R:3 method="wB97M-V/def2-TZVPD" homo_ev=-5.4 fmax_ev_per_a=3.21 total_charge=-1 homo_lumo_gap_ha=0.313 lumo_ev=3.07 smiles="C/C(Cl)=C(/Cl)OS(=O)(=O)[O-]"
C 1.65 -0.77 0.67
C 1.21 0.52 0.02
Cl 2.39 1.82 0.05
C 0.03 0.66 -0.57
Cl -0.37 2.19 -1.33
O -0.82 -0.39 -0.60
S -2.30 -0.16 0.17
O -2.96 0.97 -0.43
O -2.96 -1.41 -0.11
O -2.02 0.00 1.57
H 2.74 -0.82 0.79
H 1.32 -1.58 0.01
H 1.17 -0.91 1.65

(12)
111
Properties=species:S:1:pos:R:3 method="wB97M-V/def2-TZVPD" homo_ev=-10.8 fmax_ev_per_a=4.48 total_charge=+1 homo_lumo_gap_ha=0.257 lumo_ev=-3.84
C 0.77 1.62 5.69
C 2.22 1.22 6.20
O 3.25 2.08 5.64
C 3.84 1.48 4.51
O 5.00 1.22 4.57
C 2.92 1.22 3.28
C 3.70 0.96 1.94
C 2.71 0.22 0.92
N 2.29 1.08 -0.21
C 3.08 1.01 -1.42
N 3.89 1.87 -1.92
P 4.18 3.40 -1.05
C 2.61 4.39 -0.79
C 2.52 5.74 -1.60
C 5.58 4.39 -1.80
C 6.95 4.08 -1.03
N 2.70 -0.26 -2.02
C 1.22 -0.01 -2.18
C 0.28 -1.26 -2.32
C -1.25 -0.88 -2.13
C -2.16 -2.16 -2.27
C -3.66 -1.81 -1.86
S -3.84 -2.18 -0.07
C -3.97 -0.63 0.83
N -4.54 0.51 0.48
N -4.42 1.46 1.46
C -3.71 0.81 2.41
O -3.41 -0.47 2.09
C 0.96 0.62 -0.71
O 0.17 1.78 -1.03
B -0.48 2.25 0.15
O -1.86 2.04 0.23
O 0.16 2.88 1.23
H 0.43 0.85 4.95
H 0.90 2.56 5.10
H 0.04 1.74 6.53
H 2.25 1.41 7.31
H 2.45 0.14 6.05
H 2.21 0.40 3.56
H 2.31 2.15 3.12
H 4.03 1.90 1.44
H 4.53 0.24 2.15
H 3.20 -0.75 0.62
H 1.82 -0.07 1.53
H 4.32 1.60 -2.82
H 2.51 4.61 0.30
H 1.76 3.75 -1.14
H 2.18 5.58 -2.66
H 3.43 6.39 -1.55
H 1.69 6.34 -1.13
H 5.41 5.49 -1.69
H 5.67 4.19 -2.90
H 7.42 5.07 -0.76
H 7.65 3.58 -1.73
H 6.79 3.54 -0.07
H 2.94 -1.09 -1.48
H 1.15 0.68 -3.05
H 0.36 -1.60 -3.38
H 0.56 -2.10 -1.64
H -1.57 -0.08 -2.85
H -1.47 -0.46 -1.11
H -2.16 -2.61 -3.31
H -1.82 -2.96 -1.56
H -3.93 -0.75 -2.11
H -4.31 -2.46 -2.51
H -3.44 1.37 3.34
H 0.42 -0.15 -0.12
H -2.24 2.87 0.55
H 0.67 3.64 0.91
C -0.78 -5.72 -7.49
C -1.24 -4.51 -7.19
C -2.10 -4.26 -5.99
O -2.48 -3.13 -5.75
C -2.44 -5.41 -5.15
C -1.98 -6.63 -5.44
C -1.11 -6.87 -6.63
O -0.70 -7.99 -6.85
O -2.29 -7.69 -4.69
O -0.96 -3.44 -7.97
H -0.16 -5.91 -8.36
H -3.07 -5.22 -4.29
H -1.83 -8.45 -5.11
H -1.41 -2.68 -7.54
C -4.61 6.12 4.26
C -5.39 6.54 5.26
C -6.49 5.68 5.81
O -7.16 6.10 6.73
C -6.70 4.37 5.20
C -5.93 3.95 4.20
C -4.81 4.80 3.67
O -4.11 4.37 2.76
O -6.11 2.75 3.62
O -5.22 7.75 5.82
H -3.81 6.73 3.86
H -7.51 3.77 5.59
H -5.43 2.68 2.92
H -5.90 7.81 6.52
C 0.64 -7.54 -0.88
C 0.92 -6.46 -1.61
C 1.45 -5.21 -0.98
O 1.71 -4.25 -1.69
C 1.63 -5.19 0.46
C 1.35 -6.27 1.20
C 0.84 -7.53 0.57
O 0.61 -8.49 1.27
O 1.50 -6.28 2.53
O 0.74 -6.44 -2.94
H 0.25 -8.45 -1.32
H 2.00 -4.28 0.91
H 1.23 -7.17 2.82
H 1.01 -5.55 -3.23